The following is a quantum chemistry calculation of a cluster of 2 separate species, C22H34BFIN4O7 in total at a distorted geometry, from the Open Molecules 2025 dataset.

Element x y z (Å)
C 6.28120 2.68801 -0.08384
C 6.63340 1.17112 -0.17979
C 7.30822 0.75106 -1.50138
N 6.46792 0.74090 -2.72434
C 5.08924 0.77795 -2.54486
C 4.37334 1.98579 -2.79565
I 5.41062 3.73690 -3.44518
C 3.02711 2.03982 -2.61620
C 2.35498 0.87862 -2.17668
C 3.00338 -0.31265 -1.94927
O 2.30414 -1.40154 -1.56433
C 4.38290 -0.36490 -2.12676
B 5.13317 -1.77068 -1.88770
C 6.08232 -2.14802 -0.68128
O 4.94838 -2.73519 -2.84404
C 0.91268 1.22668 -2.04691
O -0.00247 0.47523 -1.79670
N 0.79371 2.62262 -2.26781
C 0.43709 3.37933 -1.10466
O 1.23235 4.07467 -0.54203
N -0.91704 3.30672 -0.65325
C -1.00742 3.24297 0.75747
O -0.90195 4.18414 1.47181
F -1.26994 2.02488 1.32314
C 2.03242 3.16229 -2.81381
O 2.17246 4.22782 -3.31632
H 5.20764 2.87524 -0.20043
H 6.90801 3.30064 -0.73736
H 6.52151 2.99945 0.94528
H 7.39578 1.01902 0.60237
H 5.79163 0.53769 0.12023
H 8.10975 1.48662 -1.68038
H 7.83645 -0.19656 -1.33288
H 6.78210 1.39713 -3.42376
H 1.37113 -1.28541 -1.79394
H 5.91374 -3.21266 -0.45560
H 5.94573 -1.51675 0.19897
H 7.11850 -2.10879 -1.05374
H 4.21829 -2.50234 -3.42837
H -1.33684 2.45061 -1.02795
C -6.78836 -1.99438 0.08225
C -6.36220 -1.05868 1.19543
N -5.86532 -1.74647 2.45288
C -6.99863 -2.57624 3.00596
C -5.58248 -0.71300 3.53139
C -4.44676 0.26331 3.27009
C -4.71121 -2.71760 2.22733
C -3.47078 -2.20153 1.51623
O -3.77476 -1.75273 0.21420
C -2.92847 -0.70531 -0.25506
H -7.65613 -2.59412 0.35693
H -7.07690 -1.39958 -0.78386
H -5.99441 -2.66486 -0.23690
H -7.21446 -0.44903 1.50243
H -5.58935 -0.38030 0.85410
H -7.86427 -1.93175 3.13750
H -6.68469 -2.99078 3.96102
H -7.22328 -3.38323 2.31627
H -5.38849 -1.26294 4.45170
H -6.51211 -0.15817 3.65706
H -3.48487 -0.16155 3.54606
H -4.57680 1.13223 3.91599
H -4.40399 0.62709 2.24550
H -5.13075 -3.54164 1.65234
H -4.44057 -3.09255 3.21446
H -2.77118 -3.04175 1.42945
H -2.96171 -1.43597 2.09774
H -2.02798 -0.58768 0.34855
H -3.49323 0.23290 -0.24660
H -2.64147 -0.92214 -1.28250

Output
Frontier orbital gap, eV: 7.8887
LUMO, eV: -2.6
Charge: +1
E_tot, eV: -55148.2016